1.
# C22H31AuGe2N2O2

C22H31AuGe2N2O2 as an isolated structure at a distorted geometry (ωB97M-V with the def2-TZVPD basis set, the Open Molecules 2025 dataset).

Last column: Löwdin charge in e.
Geometry (Å):
H (-2.0492, -3.8558, -2.6748)  0.068
H (1.2374, 0.3530, -3.5519)  0.064
H (4.8847, -2.1254, 2.2248)  0.123
C (1.7817, 0.9147, -2.7920)  -0.337
C (-2.2277, 5.1819, -1.1433)  -0.043
H (-1.6969, -2.3744, -3.5763)  0.057
C (-0.9004, 4.7802, -1.1614)  -0.045
O (1.1076, -1.9248, 1.1169)  -0.094
H (2.7149, 0.7320, 0.5374)  0.052
C (2.7754, -2.1223, 2.7159)  -0.142
Au (0.7802, -1.9305, -1.3311)  0.793
Ge (-1.6482, -1.9000, -1.0686)  0.907
C (1.7228, 1.1780, 0.6321)  -0.333
H (1.0215, 2.8548, -3.4347)  0.075
H (-3.9857, -2.9538, 1.8793)  0.085
H (-3.9708, -1.4322, 0.9990)  0.072
H (-3.1275, 0.2004, -0.9596)  0.062
H (-4.3806, -2.9871, -2.1745)  0.066
C (-3.7245, -2.4918, 0.9267)  -0.147
H (2.7403, 0.4213, -2.6189)  0.060
H (-2.4764, 6.2339, -1.1702)  0.119
H (-0.1114, 5.5195, -1.1986)  0.120
C (4.5302, -2.1890, 4.3375)  -0.021
H (0.7561, -2.1799, 3.4428)  0.123
H (3.8804, -2.2476, 6.3805)  0.131
Ge (0.7763, 0.7260, -1.0712)  1.079
H (2.5740, 2.3892, -4.1242)  0.092
H (5.5801, -2.2030, 4.5942)  0.129
C (1.8525, 2.6701, 0.9401)  -0.141
C (2.2021, -2.2190, 5.0341)  -0.016
H (-4.2721, 4.5392, -1.0867)  0.119
C (-1.2091, 1.0359, -1.0674)  -0.325
H (2.5006, 2.9518, -2.4594)  0.073
O (2.9543, -1.7276, -0.6965)  -0.105
H (2.3815, 3.2096, 0.1544)  0.074
C (-0.5990, 3.4320, -1.1398)  -0.086
C (1.7993, -2.1740, 3.7218)  0.030
H (1.4658, -2.2568, 5.8245)  0.128
H (-3.7390, 2.1634, -1.0444)  0.110
C (-2.2857, -2.7957, -2.7620)  -0.332
H (1.1784, 0.6718, 1.4300)  0.060
C (4.1516, -2.1425, 3.0165)  0.033
C (-3.2369, 4.2262, -1.1006)  -0.044
N (3.2988, -1.9152, 0.4730)  0.041
H (0.8836, 3.1395, 1.0992)  0.073
H (2.4313, 2.7793, 1.8577)  0.089
N (2.3415, -2.0017, 1.3833)  -0.181
H (-4.3578, -2.9461, 0.1655)  0.063
C (-3.7744, -2.5509, -2.9673)  -0.138
H (-4.0098, -1.4898, -3.0499)  0.076
C (1.9718, 2.3703, -3.2156)  -0.142
C (3.5661, -2.2180, 5.3455)  0.010
H (-1.9977, -3.7814, 0.6125)  0.067
H (-4.0659, -3.0291, -3.9048)  0.095
H (0.4474, 3.1282, -1.1718)  0.048
C (-1.5955, 2.4514, -1.0901)  -0.245
H (-1.6171, -2.2502, 1.4165)  0.046
C (-2.0599, 0.0016, -1.0313)  -0.232
C (-2.9296, 2.8796, -1.0764)  -0.015
C (-2.2414, -2.7192, 0.6538)  -0.349

Properties
Multiplicity: 3
Total charge: +2
E_HOMO (alpha / beta) (eV): -13.896 / -13.872
E_tot (Ha): -5405.61106
Gap between HOMO and LUMO (alpha / beta) (Ha): 0.242 / 0.153

***

2.
# C6H20O7

A 4-piece molecular cluster, C6H20O7 overall at a distorted geometry (ωB97M-V with the def2-TZVPD basis set, the Open Molecules 2025 dataset).

Last column: Löwdin charge in e.
Geometry (Å):
O (-2.1737, 1.4279, -1.0721)  -0.030
H (-0.2516, 2.8150, -0.3908)  0.130
O (0.0472, -3.2758, -0.5438)  -0.045
H (-3.3294, 2.8318, -0.1448)  0.127
C (-1.1500, -1.4274, 0.2363)  -0.233
C (3.1270, -1.3616, -1.4163)  -0.206
H (-1.1205, 4.2569, -0.9181)  0.139
O (0.2484, 1.1692, 1.6544)  -0.020
H (-3.0513, 1.2142, -1.2612)  0.054
H (-0.4624, -3.4203, -1.2786)  0.045
O (4.3239, -2.0773, -1.0186)  -0.046
H (-0.2475, 4.4238, 1.0637)  0.074
C (-0.9190, -2.9980, 0.4054)  -0.214
O (1.8623, 0.4682, -0.5382)  -0.075
H (-0.4222, -3.3414, 1.3156)  0.123
C (-1.1903, 3.4101, -0.1933)  -0.218
H (-0.2565, -1.0338, -0.2354)  0.108
H (1.3772, 0.8371, 0.1828)  0.010
H (3.4105, -0.3962, 0.5414)  0.136
H (-2.2901, -1.2194, 1.7613)  0.123
C (-2.3178, 2.4550, -0.1129)  -0.252
H (4.0284, -2.7781, -0.4914)  0.048
H (-0.2782, 1.9255, 1.4544)  -0.009
O (-1.0340, 3.9185, 1.1374)  -0.065
C (2.5692, -0.6875, -0.1604)  -0.269
H (2.0109, -1.2813, 0.4747)  0.078
H (3.1910, -0.6283, -2.2569)  0.132
O (-1.4710, -0.8491, 1.4222)  -0.065
H (-0.3840, 0.4538, 1.5483)  -0.002
H (-1.9553, -1.2010, -0.4783)  0.117
H (2.2862, -1.9356, -1.7999)  0.099
H (-2.4033, 1.9545, 0.8031)  0.098
H (-1.7739, -3.6496, 0.3099)  0.111

Properties
Multiplicity: 1
E_HOMO (eV): -9.377
E_tot (Ha): -767.15858
Gap between HOMO and LUMO (Ha): 0.355

***

3.
# C17H18N4O3S

A single C17H18N4O3S molecule at a distorted geometry (ωB97M-V with the def2-TZVPD basis set, the Open Molecules 2025 dataset).

Last column: Löwdin charge in e.
Geometry (Å):
H (-1.0562, 0.8633, -2.0513)  0.113
H (-0.8465, -3.2739, 2.7118)  0.112
C (3.7312, 0.4537, 1.0239)  -0.565
N (-2.3239, -1.6111, -1.2787)  0.129
C (-0.6515, 2.3194, 0.1904)  -0.301
H (5.0105, 1.7851, -0.0697)  0.093
C (1.4254, 2.2440, -0.3140)  -0.627
C (-1.9740, -1.4980, 0.0160)  -0.151
H (1.4123, -1.7652, 0.8208)  0.087
C (-1.5646, -2.6140, 0.7941)  -0.164
C (-2.3117, -2.7923, -1.8289)  -0.136
N (0.1948, 1.9476, -0.8172)  0.003
H (3.0977, -2.0005, 1.3952)  0.099
H (-0.3831, 2.0472, -4.1415)  0.078
H (-2.5726, 2.7279, -0.6588)  0.137
O (-2.4545, 0.7925, -0.1876)  -0.044
H (-2.5579, 2.4390, 1.0996)  0.134
N (0.0283, 2.7808, 1.2025)  0.076
C (-1.9560, -3.9700, -1.1480)  -0.053
C (2.2433, -1.3219, 1.3642)  -0.026
C (-1.5628, -0.0496, 1.9122)  0.001
H (0.7994, 3.0008, -3.2383)  0.067
C (-0.1042, 1.3955, -2.1138)  -0.192
H (-0.8311, -1.0036, 3.6803)  0.111
H (-1.2820, -4.7496, 0.7281)  0.116
H (-1.5300, 0.9240, 2.3741)  0.106
O (2.5885, -0.1323, 0.6692)  -0.093
C (-1.5763, -3.8758, 0.1629)  -0.014
N (1.3302, 2.7447, 0.8894)  0.034
O (4.4874, 0.0230, 1.8507)  0.117
C (-1.1580, -2.4197, 2.1289)  -0.057
H (0.6895, 0.6823, -2.3566)  0.113
C (3.9765, 1.7450, 0.2705)  -0.338
H (3.7748, 2.5836, 0.9400)  0.088
C (-1.1519, -1.1615, 2.6615)  -0.076
H (-0.9305, 3.2183, -2.9379)  0.077
H (-1.9788, -4.9189, -1.6613)  0.101
C (-1.9918, -0.2035, 0.6155)  -0.199
C (-2.1273, 2.1281, 0.1412)  -0.099
S (2.9022, 1.9357, -1.1756)  0.997
C (-0.1588, 2.4893, -3.1754)  -0.057
H (1.9398, -1.0815, 2.3845)  0.101
H (-2.5956, -2.8278, -2.8731)  0.105

Properties
Multiplicity: 1
E_HOMO (eV): -8.493
E_tot (Ha): -1501.54575
Gap between HOMO and LUMO (Ha): 0.318

***

4.
# C3H4NiO3

C3H4NiO3 as an isolated structure at a distorted geometry (ωB97M-V with the def2-TZVPD basis set, the Open Molecules 2025 dataset).

Last column: Löwdin charge in e.
Geometry (Å):
C (0.0259, -0.9298, -0.4149)  -0.169
H (0.4184, -1.6427, 0.3252)  0.121
O (-0.8423, 0.8535, 0.7316)  -0.009
H (0.1655, 1.1032, -1.0407)  0.097
C (0.3297, 0.5248, -0.1138)  -0.296
H (0.3308, -1.2411, -1.4200)  0.129
H (3.6791, 1.1829, 0.2271)  -0.128
Ni (2.1064, 0.9958, 0.7003)  0.690
O (-1.4199, -0.9865, -0.3219)  0.054
C (-1.8338, 0.0197, 0.4517)  -0.624
O (-2.9598, 0.1202, 0.8753)  0.135

Properties
Multiplicity: 3
E_HOMO (alpha / beta) (eV): -9.892 / -10.387
E_tot (Ha): -1850.61891
Gap between HOMO and LUMO (alpha / beta) (Ha): 0.346 / 0.309

***

5.
# C12H13ClOPt

C12H13ClOPt as an isolated structure at a distorted geometry (ωB97M-V with the def2-TZVPD basis set, the Open Molecules 2025 dataset).

Last column: Löwdin charge in e.
Geometry (Å):
H (1.6514, -0.4151, -4.0582)  0.097
C (-0.1540, -2.1704, 2.8629)  -0.091
H (-1.2919, 0.5656, 2.7748)  0.014
H (-1.9772, -2.5844, 1.6660)  0.103
H (2.0864, -1.7819, 3.1261)  0.101
C (-0.3223, 0.5057, -3.4903)  -0.116
H (0.7016, 3.3669, -2.0665)  0.102
H (-0.4845, -2.2299, 3.8872)  0.109
Cl (1.4052, 1.2161, 2.8763)  -0.144
C (-0.9708, 1.1030, 0.6969)  -0.534
H (-1.6157, 2.1092, -2.6159)  0.101
C (-0.0726, -2.2386, 0.5489)  -0.232
C (1.3050, -2.1334, 1.0407)  -0.244
H (-0.3219, -2.4438, -0.4934)  0.107
Pt (0.4870, -0.1535, 1.1338)  0.928
C (1.6765, 1.5486, -2.9538)  -0.099
H (-1.6253, 2.2240, 2.3931)  0.092
C (0.6048, 2.3767, -2.5066)  -0.102
C (1.2206, -1.9184, 2.4818)  -0.211
H (-2.8076, 0.8528, 1.9679)  0.094
O (-1.2138, 1.7917, -0.2472)  0.067
H (2.7364, 1.7805, -2.8990)  0.088
H (2.2383, -2.1801, 0.4904)  0.106
C (-0.9381, -2.3250, 1.6910)  -0.121
C (-0.6169, 1.7225, -2.8119)  -0.110
C (1.1033, 0.3844, -3.5662)  -0.073
C (-1.7580, 1.2026, 2.0031)  -0.115
H (-1.0460, -0.1757, -3.9321)  0.083

Properties
Multiplicity: 5
E_HOMO (alpha / beta) (eV): -6.479 / -7.858
E_tot (Ha): -1119.55583
Gap between HOMO and LUMO (alpha / beta) (Ha): 0.257 / 0.189